[1]
Here is 7 unconnected molecules or ions with the total composition C23H26BF6I2O20 from OMol25. Energies are from ωB97M-V/def2-TZVPD.

Structure (XYZ):
```
78
Properties=species:S:1:pos:R:3
C 0.566 3.699 0.401
C -0.801 3.429 -0.193
I -0.791 2.841 -2.243
C -1.924 3.520 0.455
I -1.752 4.193 2.503
C -3.293 3.209 -0.143
C -4.501 3.022 0.900
O -5.027 1.719 0.736
B -3.883 1.002 0.115
O -3.400 2.042 -0.858
H 1.324 3.286 -0.276
H 0.704 3.195 1.356
H 0.735 4.778 0.455
H -3.620 4.118 -0.677
H -4.234 3.043 1.972
H -5.282 3.798 0.836
H -4.275 -0.014 -0.424
H -2.908 0.883 0.857
C 1.676 1.388 -6.961
C 1.339 2.537 -6.047
O 2.398 2.505 -5.106
C 3.479 1.984 -5.755
O 4.596 2.052 -5.366
O 3.105 1.379 -6.916
F 0.168 2.328 -5.406
H 1.293 0.438 -6.585
H 1.317 1.538 -7.977
H 1.316 3.513 -6.536
C 4.712 2.894 3.226
C 3.813 1.749 3.608
O 2.669 2.411 4.130
C 2.594 3.610 3.488
O 1.633 4.300 3.463
O 3.769 3.903 2.860
F 4.371 0.989 4.594
H 5.315 3.245 4.066
H 5.370 2.651 2.394
H 3.512 1.101 2.774
C 1.100 -2.448 2.193
C 0.513 -1.241 1.526
O 1.514 -0.246 1.750
C 2.693 -0.910 1.830
O 3.765 -0.386 1.758
O 2.509 -2.239 2.006
F -0.627 -0.858 2.130
H 0.880 -2.484 3.254
H 0.773 -3.376 1.736
H 0.341 -1.352 0.454
C -5.638 0.092 -2.839
C -6.420 0.520 -4.050
O -6.664 -0.708 -4.718
C -6.699 -1.670 -3.748
O -7.138 -2.764 -3.910
O -6.181 -1.216 -2.588
F -5.689 1.322 -4.864
H -4.570 0.010 -3.039
H -5.782 0.751 -1.985
H -7.372 1.006 -3.826
C 4.654 -3.781 5.491
C 3.684 -3.325 6.550
O 2.488 -3.143 5.815
C 2.541 -4.014 4.767
O 1.609 -4.315 4.100
O 3.800 -4.489 4.589
F 4.056 -2.141 7.089
H 5.119 -2.943 4.970
H 5.433 -4.431 5.884
H 3.514 -4.049 7.350
C -0.069 -5.252 -1.873
C -0.981 -4.458 -0.974
O -0.646 -3.119 -1.288
C -0.219 -3.127 -2.591
O -0.113 -2.163 -3.264
O 0.055 -4.395 -3.007
F -0.696 -4.692 0.334
H 0.915 -5.409 -1.426
H -0.488 -6.215 -2.155
H -2.046 -4.618 -1.152
```

Output
* net charge: -1
* LUMO energy: 1.81 eV

=====

[2]
Here is a gas-phase ion, C4H8N (charge +1) from OMol25. Energies are from ωB97M-V/def2-TZVPD.

Structure (XYZ):
```
13
Properties=species:S:1:pos:R:3
C 1.035 -0.529 2.394
C 0.181 0.008 1.491
C 0.160 -0.135 0.065
C -0.582 0.248 -2.177
N -0.617 0.549 -0.735
H 1.622 -1.437 2.196
H 0.917 -0.318 3.467
H -0.479 0.811 1.637
H 0.905 -0.848 -0.388
H 0.142 -0.539 -2.393
H -1.627 -0.035 -2.288
H -0.433 0.982 -2.972
H -1.224 1.243 -0.298
```

Output
* net charge: +1
* LUMO energy: -5.51 eV
* SMILES: C=C/C=[NH+]/C

=====

[3]
Here is 2 unconnected molecules or ions with the total composition C4H14Si2 from OMol25. Energies are from ωB97M-V/def2-TZVPD.

Structure (XYZ):
```
20
Properties=species:S:1:pos:R:3
C -1.934 0.161 -1.504
C 1.388 2.873 0.933
C -1.150 -0.475 -0.314
C 0.100 -1.289 -0.639
Si 0.802 -2.709 0.578
Si 2.606 2.012 2.116
H -2.167 -0.513 -2.252
H -2.852 0.679 -1.074
H -1.422 1.016 -2.017
H 1.800 3.417 0.063
H 0.548 2.330 0.803
H 1.152 3.742 1.404
H -0.897 0.379 0.334
H -1.846 -1.017 0.318
H 0.957 -0.676 -0.681
H -0.077 -1.785 -1.724
H -0.167 -3.686 1.011
H 1.862 -3.305 -0.020
H 1.216 -2.097 1.854
H 1.333 1.245 2.637
```

Output
* LUMO energy: -0.61 eV

=====

[4]
Here is 9 unconnected molecules or ions with the total composition C5H28NO8 from OMol25. Energies are from ωB97M-V/def2-TZVPD.

Structure (XYZ):
```
42
Properties=species:S:1:pos:R:3
C -1.383 0.284 0.827
C -0.719 0.541 2.171
C 0.818 0.509 2.233
C 1.725 -1.755 1.987
C 1.472 -0.570 1.437
N -0.894 1.151 -0.328
H -0.933 -0.677 0.564
H -2.452 0.114 0.818
H -1.037 -0.369 2.699
H -1.121 1.429 2.663
H 1.168 1.483 1.864
H 1.062 0.463 3.290
H 1.493 -1.945 3.029
H 2.054 -2.609 1.412
H 1.966 -0.347 0.496
H -0.351 1.922 0.051
H -1.761 1.524 -0.724
H -0.278 0.568 -0.896
H 2.123 2.832 -1.306
H 2.325 1.543 -0.591
O 1.619 2.192 -0.792
H -1.985 -4.536 -0.705
H -2.703 -3.127 -0.602
O -1.861 -3.586 -0.647
H -0.253 4.378 -1.372
H -0.208 4.457 0.207
O -0.770 4.490 -0.569
H 3.983 -0.173 -0.836
H 4.156 0.481 -2.190
O 3.764 0.629 -1.323
H -1.960 -3.592 2.396
H -0.719 -3.706 3.490
O -1.132 -3.269 2.746
H 0.459 -3.371 -3.680
H -0.153 -3.244 -2.165
O 0.217 -2.814 -2.939
H -2.367 3.778 -1.197
H -3.691 3.019 -1.067
O -2.828 2.966 -1.492
H 0.230 0.294 -3.360
H 0.281 -1.121 -2.932
O 0.645 -0.235 -2.667
```

Output
* net charge: +1
* LUMO energy: -2.35 eV

=====

[5]
Here is a gas-phase ion, C2H6N3O2 (charge -1) from OMol25. Energies are from ωB97M-V/def2-TZVPD.

Structure (XYZ):
```
13
Properties=species:S:1:pos:R:3
C -0.527 -0.660 1.111
C 0.326 1.547 0.473
N -0.189 0.050 -1.249
N 0.351 0.172 0.186
N 0.300 -1.006 -1.774
O -0.014 -1.256 -2.973
O 0.965 -1.809 -1.129
H -0.184 -0.850 2.131
H -1.469 -0.301 1.258
H -0.578 -1.602 0.514
H 0.257 1.629 1.511
H 1.220 2.101 -0.031
H -0.458 1.984 -0.029
```

Output
* net charge: -1
* LUMO energy: 4.12 eV
* SMILES: CN(C)N=[N+]([O-])[O-]